{
  "formula": "C8H15N2O3",
  "method": "ωB97M-V/def2-TZVPD",
  "species": ["C", "C", "C", "C", "C", "C", "C", "C", "N", "N", "O", "O", "O", "H", "H", "H", "H", "H", "H", "H", "H", "H", "H", "H", "H", "H", "H", "H"],
  "xyz": [[-0.56, -0.01, 1.17], [-1.02, 1.02, -0.50], [0.44, -2.75, 0.11], [0.54, -1.97, -2.21], [0.39, 2.56, -1.41], [-0.54, 3.02, 0.76], [-0.60, -1.23, 2.01], [0.50, -2.28, 1.56], [0.39, -1.72, -0.75], [-0.43, 2.13, -0.31], [-1.66, 0.35, 0.48], [0.32, -3.91, -0.16], [0.82, -0.54, -0.35], [0.26, 0.72, 1.28], [-0.88, 0.42, -1.38], [1.43, -2.62, -2.43], [-0.35, -2.38, -2.53], [0.94, -0.99, -2.59], [1.40, 2.87, -0.99], [0.07, 3.46, -1.80], [0.42, 1.70, -2.09], [-0.55, 4.08, 0.48], [0.21, 2.96, 1.53], [-1.50, 2.90, 1.19], [-1.57, -1.74, 2.09], [-0.27, -0.91, 3.02], [1.57, -2.02, 1.69], [0.24, -3.11, 2.15]],
  "nbo_charge": [0.417, 0.559, 0.638, -0.446, -0.397, -0.462, -0.512, -0.461, -0.162, -0.289, -0.442, -0.565, -0.514, 0.213, 0.258, 0.235, 0.225, 0.212, 0.242, 0.232, 0.233, 0.260, 0.247, 0.244, 0.267, 0.273, 0.248, 0.250],
  "charge": 1,
  "relative_energy_kcal_mol": 164.1,
  "fmax_ev_per_a": 3.70,
  "lumo_ev": [-4.493, -4.493],
  "energy_ha": -648.6074,
  "homo_energy_ev": [-11.7, -11.7]
}

=====

{
  "formula": "C33H41N9OS5SbSm",
  "method": "ωB97M-V/def2-TZVPD",
  "species": ["Sm", "C", "C", "N", "C", "C", "C", "C", "C", "C", "C", "N", "C", "C", "N", "N", "H", "H", "H", "H", "H", "H", "H", "H", "H", "H", "H", "H", "H", "H", "H", "H", "H", "H", "C", "C", "C", "C", "C", "C", "N", "N", "C", "C", "C", "C", "C", "N", "H", "H", "H", "H", "H", "H", "H", "H", "H", "S", "Sb", "S", "S", "S", "C", "C", "C", "N", "C", "S", "N", "C", "O", "C", "C", "C", "C", "C", "C", "H", "H", "H", "H", "H", "H", "H", "H", "H", "H", "H", "H", "H", "H"],
  "xyz": [[1.44, 0.81, 1.37], [-1.26, -0.40, 3.49], [-0.26, -0.16, 4.61], [0.98, 0.45, 4.11], [2.20, -0.20, 4.59], [2.54, -1.43, 3.78], [3.08, -2.57, 4.37], [3.39, -3.65, 3.57], [3.12, -3.60, 2.22], [2.56, -2.45, 1.70], [2.16, -2.35, 0.24], [0.92, -1.58, 0.10], [-0.30, -2.35, 0.42], [-1.27, -1.55, 1.28], [-0.52, -1.08, 2.43], [2.31, -1.38, 2.46], [-1.61, 0.56, 3.11], [-2.11, -0.98, 3.85], [-0.02, -1.12, 5.08], [-0.71, 0.48, 5.37], [1.00, 1.42, 4.47], [2.14, -0.47, 5.65], [3.01, 0.52, 4.47], [3.24, -2.59, 5.44], [3.82, -4.55, 4.01], [3.33, -4.44, 1.56], [2.07, -3.36, -0.17], [2.94, -1.84, -0.32], [0.83, -1.20, -0.84], [0.01, -3.22, 1.00], [-0.79, -2.71, -0.48], [-2.12, -2.20, 1.55], [-1.67, -0.69, 0.74], [-0.10, -1.90, 2.86], [6.89, -2.16, 0.27], [6.57, -1.67, -0.99], [5.55, -0.74, -1.14], [4.85, -0.31, -0.02], [5.18, -0.79, 1.24], [6.20, -1.71, 1.38], [3.74, 0.61, -0.12], [3.95, 1.47, -0.97], [2.96, 2.44, -1.23], [3.36, 3.41, -2.12], [2.47, 4.43, -2.45], [1.23, 4.42, -1.86], [0.91, 3.40, -0.96], [1.76, 2.42, -0.65], [7.69, -2.89, 0.38], [7.12, -2.00, -1.87], [5.28, -0.35, -2.11], [4.67, -0.39, 2.11], [6.46, -2.07, 2.37], [4.36, 3.36, -2.53], [2.75, 5.20, -3.15], [0.50, 5.19, -2.05], [-0.04, 3.38, -0.45], [0.88, 3.61, 5.10], [1.26, 3.73, 2.84], [-0.57, 2.51, 1.83], [3.24, 2.38, 2.51], [1.49, 5.71, 1.77], [-4.39, -2.02, -5.76], [-3.44, -1.25, -4.84], [-3.27, -1.98, -3.51], [-2.24, -1.36, -2.66], [-2.22, -0.14, -2.10], [-0.76, 0.62, -1.71], [-3.36, 0.56, -1.82], [-4.72, 0.22, -1.78], [-5.12, -0.92, -1.73], [-5.64, 1.39, -1.80], [-5.26, 2.64, -2.29], [-6.17, 3.68, -2.32], [-7.47, 3.48, -1.87], [-7.86, 2.24, -1.39], [-6.95, 1.19, -1.37], [-4.53, -1.49, -6.70], [-5.37, -2.15, -5.29], [-3.99, -3.01, -5.99], [-3.84, -0.25, -4.65], [-2.47, -1.13, -5.32], [-2.94, -3.00, -3.68], [-4.21, -2.01, -2.97], [-1.30, -1.64, -2.87], [-3.14, 1.48, -1.47], [-4.26, 2.81, -2.67], [-5.87, 4.65, -2.71], [-8.18, 4.30, -1.89], [-8.87, 2.08, -1.05], [-7.23, 0.22, -1.00]],
  "mulliken_charge": [0.542, -0.742, -0.907, 0.885, -1.692, 0.769, -0.891, -0.894, -0.963, 0.918, -1.998, 0.135, -1.097, -0.479, 0.087, 1.929, 0.298, 0.409, 0.285, 0.413, -0.419, 0.493, 0.191, 0.545, 0.450, 0.537, 0.591, 0.272, 0.272, 0.331, 0.449, 0.487, 0.134, 0.148, -0.525, -0.657, -0.203, -0.659, 0.163, -0.679, 1.515, -1.031, -0.123, -0.313, -0.694, -0.835, -0.401, 0.624, 0.408, 0.389, 0.469, 0.362, 0.463, 0.538, 0.397, 0.456, 0.497, -0.671, 0.676, -0.625, -0.467, -0.662, -1.372, 0.127, -1.209, 0.044, -0.426, -0.175, 0.143, 0.389, -0.651, 0.554, -0.352, -0.815, -0.359, -0.591, -0.390, 0.373, 0.331, 0.343, 0.159, 0.344, 0.555, 0.337, 0.367, 0.286, 0.462, 0.398, 0.391, 0.397, 0.437],
  "multiplicity": 6,
  "charge": 0,
  "s2": 8.7620,
  "fmax_ev_per_a": 1.56,
  "lumo_ev": [-1.082, -1.066],
  "energy_ha": -4739.4694,
  "homo_energy_ev": [-6.5, -6.5]
}

=====

{
  "formula": "C21H24LiN6O2",
  "method": "ωB97M-V/def2-TZVPD",
  "species": ["Li", "O", "C", "C", "C", "C", "C", "C", "C", "N", "C", "C", "N", "C", "C", "C", "C", "C", "C", "C", "O", "H", "H", "H", "H", "H", "H", "H", "H", "H", "H", "H", "H", "H", "H", "C", "C", "C", "C", "N", "C", "N", "N", "N", "H", "H", "H", "H", "H", "H", "H", "H", "H", "H"],
  "xyz": [[0.41, -0.31, -2.23], [0.70, 1.52, -1.98], [1.68, 2.30, -1.80], [1.53, 3.72, -1.92], [2.58, 4.59, -1.73], [3.87, 4.13, -1.41], [4.06, 2.77, -1.29], [3.01, 1.85, -1.46], [3.31, 0.44, -1.30], [2.45, -0.50, -1.35], [2.88, -1.88, -1.20], [1.69, -2.72, -0.75], [0.59, -2.42, -1.64], [-0.58, -2.85, -1.36], [-1.78, -2.58, -2.12], [-2.95, -3.24, -1.75], [-4.15, -3.06, -2.41], [-4.18, -2.14, -3.48], [-3.06, -1.45, -3.86], [-1.79, -1.61, -3.20], [-0.78, -0.93, -3.56], [0.54, 4.08, -2.17], [2.41, 5.66, -1.83], [4.69, 4.82, -1.28], [5.04, 2.38, -1.05], [4.37, 0.20, -1.11], [3.20, -2.26, -2.18], [3.72, -1.99, -0.50], [1.98, -3.78, -0.81], [1.45, -2.50, 0.29], [-0.73, -3.48, -0.47], [-2.91, -3.93, -0.91], [-5.04, -3.58, -2.10], [-5.11, -1.98, -4.01], [-3.09, -0.74, -4.68], [-1.51, -0.50, 4.99], [-0.95, 0.87, 4.59], [-2.05, 1.92, 4.45], [-0.03, 0.82, 3.38], [-0.63, 0.43, 2.11], [-0.01, 0.36, 0.92], [-0.87, -0.03, 0.02], [-2.04, -0.21, 0.68], [-1.91, 0.06, 1.93], [-2.13, -0.40, 5.88], [-0.70, -1.20, 5.22], [-2.12, -0.93, 4.19], [-0.28, 1.19, 5.40], [-2.75, 1.65, 3.66], [-1.63, 2.90, 4.23], [-2.61, 2.00, 5.39], [0.79, 0.13, 3.58], [0.41, 1.81, 3.24], [1.02, 0.63, 0.73]],
  "nbo_charge": [0.868, -0.770, 0.418, -0.272, -0.205, -0.342, -0.148, -0.276, 0.140, -0.502, -0.239, -0.238, -0.512, 0.166, -0.271, -0.138, -0.340, -0.203, -0.271, 0.424, -0.784, 0.201, 0.191, 0.194, 0.186, 0.128, 0.191, 0.161, 0.178, 0.165, 0.126, 0.185, 0.191, 0.188, 0.196, -0.616, -0.215, -0.616, -0.205, -0.204, 0.163, -0.285, -0.054, -0.101, 0.204, 0.201, 0.236, 0.199, 0.235, 0.205, 0.203, 0.206, 0.212, 0.242],
  "charge": -1,
  "relative_energy_kcal_mol": 2.3,
  "fmax_ev_per_a": 0.54,
  "lumo_ev": 2.475,
  "energy_ha": -1301.2796,
  "homo_energy_ev": -3.8
}